The following is a DFT calculation (ωB97M-V/def2-TZVPD) of a 3-piece molecular cluster, C18H41B3F4O12P2 overall at a distorted geometry.

Properties
E_LUMO = -2.035 eV
SMILES = C[C@H](F)B1OBOB(CCOCC(F)(F)F)O1.CCOP(=O)(OCC)OCC.CCOP(=O)(OCC)OCC
2S+1 = 1
HOMO-LUMO gap = 7.90 eV

Each line ends with the Mulliken charge.
Geometry (Å):
P (0.120, -5.497, 4.482)  1.01
P (-2.979, 2.458, 1.262)  1.04
F (4.593, 0.747, -5.777)  -0.33
F (-1.955, 0.129, -6.197)  -0.26
F (-3.334, 1.501, -4.795)  -0.24
F (-2.390, 2.500, -6.766)  -0.24
O (0.132, -5.659, 2.823)  -0.34
O (-2.601, 4.070, 1.238)  -0.37
O (1.715, -5.093, 4.664)  -0.39
O (5.148, 3.990, -6.264)  -0.35
O (-0.386, -4.034, 4.482)  -0.71
O (-1.288, 2.214, 1.534)  -0.23
O (-2.609, 2.132, -0.331)  -0.30
O (0.015, 3.011, -5.263)  -0.37
O (3.475, 5.831, -5.827)  -0.41
O (-4.493, 2.676, 1.018)  -0.73
O (0.684, -7.132, 4.482)  -0.23
O (3.455, 3.808, -4.247)  -0.40
C (-1.970, 4.512, 3.537)  -0.95
C (-0.862, 1.982, -4.683)  -0.18
C (0.010, -3.581, 1.584)  -0.93
C (-0.182, -8.047, 5.137)  -0.22
C (-2.108, 1.530, -5.672)  0.76
C (6.805, 1.855, -5.145)  -0.90
C (2.224, -5.886, 6.898)  -0.94
C (-3.611, 1.635, -1.207)  -0.47
C (-4.310, 2.768, -1.935)  -0.94
C (-1.573, -8.066, 4.526)  -1.12
C (0.206, 4.021, -4.182)  -0.09
C (-2.902, 4.841, 2.387)  -0.33
C (-0.711, -4.842, 2.023)  -0.43
C (5.173, 1.750, -4.811)  0.27
C (1.126, 5.283, -4.681)  -0.85
C (2.161, -4.703, 5.950)  -0.32
C (-1.549, -0.183, 1.931)  -0.81
C (-0.990, 1.144, 2.417)  -0.36
B (4.059, 4.845, -6.804)  0.59
B (4.522, 3.267, -5.112)  0.24
B (2.730, 4.927, -4.880)  0.39
H (4.955, 1.433, -3.698)  0.23
H (-1.523, -8.260, 3.451)  0.26
H (-2.093, 5.226, 4.356)  0.42
H (-3.946, 4.694, 2.677)  0.27
H (0.100, 1.075, 2.494)  0.34
H (-0.985, -5.426, 1.135)  0.38
H (3.601, 4.776, -7.885)  -0.07
H (0.962, 6.266, -4.023)  0.33
H (-0.925, 4.519, 3.212)  0.24
H (0.674, 3.414, -3.269)  0.27
H (-3.639, 3.217, -2.675)  0.12
H (-1.322, 2.307, -3.632)  0.01
H (-4.609, 3.577, -1.262)  0.38
H (-0.236, -7.794, 6.199)  0.24
H (0.268, -9.042, 5.054)  0.36
H (-0.219, 1.023, -4.491)  0.25
H (1.515, -3.917, 6.352)  0.26
H (6.919, 1.732, -6.305)  0.27
H (-2.645, -0.165, 1.913)  0.29
H (7.160, 2.965, -4.893)  0.23
H (-1.236, -0.996, 2.592)  0.30
H (-2.190, -8.834, 5.001)  0.41
H (0.526, -3.084, 2.411)  0.29
H (7.444, 1.059, -4.570)  0.29
H (-0.869, 4.436, -3.915)  0.32
H (1.216, -6.229, 7.152)  0.18
H (0.727, 5.584, -5.765)  0.23
H (-1.212, -0.397, 0.913)  0.23
H (-3.114, 0.990, -1.941)  0.39
H (-2.182, 3.512, 3.930)  0.18
H (-1.647, -4.620, 2.546)  0.32
H (-5.200, 2.402, -2.455)  0.33
H (0.778, -3.819, 0.841)  0.35
H (2.729, -5.614, 7.829)  0.42
H (3.164, -4.282, 5.832)  0.34
H (-4.318, 0.997, -0.666)  0.39
H (-2.779, 5.893, 2.112)  0.33
H (-1.378, 1.379, 3.412)  0.23
H (-0.693, -2.871, 1.137)  0.24
H (-2.074, -7.101, 4.659)  0.34
H (2.750, -6.730, 6.440)  0.24

The following is a DFT calculation (ωB97M-V/def2-TZVPD) of C18H41Cl4CuO14P2 as an isolated structure at a distorted geometry.

Properties
E_LUMO (alpha / beta) = -3.532 / -5.767 eV
total charge = +1
<S²> = 0.756
2S+1 = 2
HOMO-LUMO gap (alpha / beta) = 8.26 / 6.02 eV

Each line ends with the Mulliken spin population.
Geometry (Å):
Cu (21.653, 20.610, 18.525)  0.55
Cl (27.931, 22.444, 12.018)  0.00
Cl (25.645, 17.330, 16.154)  0.00
Cl (25.220, 18.106, 13.355)  0.00
Cl (27.502, 21.809, 14.863)  0.00
P (19.991, 21.034, 21.343)  0.00
P (21.803, 24.261, 18.481)  -0.01
O (21.161, 25.010, 19.652)  0.00
O (25.433, 22.188, 23.678)  0.00
O (21.212, 24.916, 17.202)  0.00
O (19.268, 22.317, 20.870)  0.00
O (26.426, 23.069, 21.883)  0.00
O (28.863, 19.191, 21.752)  0.00
O (27.406, 17.624, 21.708)  0.00
O (21.718, 22.774, 18.511)  -0.01
O (20.179, 21.252, 22.832)  0.00
O (23.678, 20.434, 19.195)  0.23
O (23.266, 20.474, 17.068)  0.17
O (21.218, 20.734, 20.566)  0.03
O (18.912, 19.903, 21.309)  0.00
O (23.245, 24.840, 18.533)  0.00
C (27.780, 22.303, 23.638)  0.00
C (26.785, 19.735, 20.881)  0.00
C (26.417, 22.498, 23.100)  0.00
C (21.071, 24.174, 16.000)  0.00
C (17.982, 22.702, 21.349)  0.00
C (27.724, 18.722, 21.475)  0.00
C (25.235, 23.303, 21.215)  0.00
C (25.550, 20.586, 17.796)  0.00
C (24.655, 18.298, 15.015)  0.00
C (28.498, 22.710, 13.684)  0.00
C (19.689, 25.181, 19.718)  0.00
C (24.219, 24.435, 17.505)  0.00
C (24.926, 24.756, 21.274)  0.00
C (21.174, 20.616, 23.569)  0.00
C (18.233, 19.492, 20.076)  0.00
C (24.156, 20.423, 18.011)  0.00
C (29.845, 18.294, 22.394)  0.00
C (29.917, 18.572, 23.875)  0.00
H (25.787, 20.811, 16.763)  0.01
H (20.720, 19.782, 24.076)  0.00
H (29.603, 17.246, 22.179)  0.00
H (23.658, 17.881, 15.030)  0.00
H (19.176, 24.639, 18.906)  0.00
H (25.353, 22.938, 20.205)  0.00
H (20.055, 23.788, 15.925)  0.00
H (26.139, 19.730, 18.116)  0.00
H (17.633, 20.269, 19.581)  0.00
H (17.247, 22.884, 20.567)  0.00
H (25.758, 25.283, 20.798)  0.00
H (30.783, 18.443, 21.853)  0.00
H (28.376, 23.752, 13.918)  0.00
H (21.347, 24.809, 15.173)  0.00
H (24.314, 25.191, 16.725)  0.00
H (27.708, 22.839, 24.600)  0.00
H (21.988, 20.268, 22.918)  0.00
H (29.520, 22.392, 13.768)  0.00
H (24.500, 22.709, 21.763)  0.00
H (25.172, 24.349, 18.024)  0.00
H (24.847, 25.104, 22.301)  0.00
H (30.570, 17.846, 24.376)  0.00
H (30.372, 19.538, 24.089)  0.00
H (25.837, 19.703, 21.395)  0.00
H (26.635, 19.471, 19.825)  0.00
H (19.318, 24.809, 20.663)  0.00
H (19.403, 26.220, 19.562)  0.00
H (21.680, 21.337, 24.194)  0.00
H (17.510, 21.966, 22.026)  0.00
H (18.051, 23.586, 21.995)  0.00
H (27.216, 20.737, 20.799)  0.00
H (24.611, 19.327, 15.316)  0.00
H (28.572, 22.799, 23.101)  0.00
H (17.501, 18.711, 20.301)  0.00
H (28.916, 18.513, 24.289)  0.00
H (21.715, 23.282, 15.966)  0.00
H (25.899, 21.440, 18.376)  0.00
H (18.958, 19.041, 19.376)  0.00
H (24.011, 24.989, 20.751)  0.00
H (27.961, 21.256, 23.824)  0.00
H (23.940, 23.488, 17.037)  0.00

The following is a DFT calculation (ωB97M-V/def2-TZVPD) of C18H41GaNO4 as an isolated structure.

Properties
E_LUMO = 2.543 eV
total charge = -1
2S+1 = 1
HOMO-LUMO gap = 6.64 eV

Each line ends with the natural charge from an NBO analysis.
Geometry (Å):
Ga (-2.202, 1.473, 1.612)  1.09
O (5.425, 0.877, 1.778)  -0.55
O (-0.549, -2.363, 2.672)  -0.56
O (-3.226, -2.024, -1.064)  -0.59
O (-0.407, 3.789, 1.115)  -0.58
N (-4.934, -1.842, -2.500)  -0.63
C (-1.517, 3.382, 1.965)  -0.53
C (5.744, 1.789, 2.796)  -0.24
C (2.769, 0.909, -0.770)  -0.41
C (-1.404, -1.313, 2.149)  -0.09
C (-0.656, 0.559, -0.810)  -0.41
C (-1.140, 0.081, 2.678)  -0.92
C (-3.277, -3.635, -2.831)  -0.72
C (2.396, 0.111, -2.017)  -0.40
C (-3.794, -2.446, -2.049)  0.67
C (1.080, 0.509, -2.729)  -0.39
C (0.835, -2.811, 0.674)  -0.66
C (-5.736, -2.186, -3.648)  -0.41
C (0.055, 1.327, -1.932)  -0.39
C (3.851, 0.239, 0.067)  -0.42
C (-2.020, 1.138, -0.386)  -0.90
C (4.064, 0.965, 1.387)  -0.06
C (0.757, -2.348, 2.140)  -0.06
C (0.802, 3.280, 1.576)  -0.23
H (1.888, 1.056, -0.145)  0.22
H (-2.373, -3.980, -2.338)  0.25
H (-0.707, 1.686, -2.632)  0.20
H (1.197, -1.345, 2.240)  0.16
H (5.081, 1.684, 3.665)  0.16
H (-5.312, -3.052, -4.149)  0.20
H (-3.774, 1.411, 2.059)  -0.36
H (-4.008, -4.445, -2.852)  0.22
H (-5.773, -1.367, -4.370)  0.19
H (-2.412, -1.623, 2.435)  0.18
H (0.573, -0.412, -3.040)  0.19
H (1.036, 3.629, 2.597)  0.14
H (3.773, 2.022, 1.295)  0.16
H (1.594, 3.616, 0.899)  0.17
H (3.223, 0.203, -2.730)  0.19
H (3.550, -0.796, 0.261)  0.20
H (3.435, 0.525, 2.174)  0.17
H (1.604, -3.578, 0.544)  0.19
H (-0.069, 0.315, 2.683)  0.19
H (3.111, 1.910, -1.062)  0.19
H (4.804, 0.208, -0.470)  0.20
H (-2.152, 2.118, -0.866)  0.19
H (-5.204, -1.046, -1.942)  0.41
H (5.678, 2.826, 2.437)  0.16
H (-0.127, -3.233, 0.376)  0.22
H (1.048, -1.993, -0.012)  0.21
H (-1.481, 0.138, 3.718)  0.20
H (2.360, -0.951, -1.750)  0.19
H (1.325, 1.042, -3.654)  0.19
H (-6.761, -2.435, -3.360)  0.19
H (-2.294, 4.131, 1.785)  0.17
H (6.768, 1.585, 3.111)  0.18
H (-2.806, 0.484, -0.775)  0.21
H (-3.042, -3.360, -3.860)  0.22
H (-1.373, -1.354, 1.055)  0.17
H (0.520, 2.229, -1.517)  0.20
H (-1.192, 3.512, 3.013)  0.14
H (1.344, -3.016, 2.776)  0.17
H (0.015, 0.497, 0.058)  0.17
H (-0.788, -0.481, -1.135)  0.19
H (0.804, 2.179, 1.602)  0.16